Record 1
This record from the OMol25 dataset describes a cluster of 2 separate species, C32H40N2O5 in total. The level of theory is ωB97M-V/def2-TZVPD.

Last columns: bonded neighbours and bond lengths (Å).
CARTESIAN COORDINATES (ANGSTROEM)
1 C -1.368 -1.048 -3.913  C2 1.501, H13 1.091, H14 1.095, H15 1.094
2 C -2.373 -0.749 -2.838  C1 1.501, O3 1.448, H16 1.096, H17 1.099
3 O -2.069 0.545 -2.264  C2 1.448, C4 1.360
4 C -3.111 1.080 -1.573  O3 1.360, C5 1.491, O12 1.222
5 C -2.712 2.297 -0.810  C4 1.491, C6 1.462, C11 1.473
6 C -3.386 2.356 0.487  C5 1.462, O7 1.230, C8 1.542
7 O -4.594 2.215 0.667  C6 1.230
8 C -2.486 2.681 1.697  C6 1.542, C9 1.518, H18 1.095, H19 1.104
9 C -1.647 3.906 1.381  C8 1.518, C10 1.532, H20 1.101, H21 1.097
10 C -0.710 3.619 0.203  C9 1.532, C11 1.560, H22 1.098, H23 1.102
11 C -1.377 2.889 -1.004  C5 1.473, C10 1.560, H24 1.104, H25 1.102
12 O -4.247 0.636 -1.637  C4 1.222
13 H -1.574 -2.041 -4.316  C1 1.091
14 H -1.447 -0.336 -4.741  C1 1.095
15 H -0.346 -1.032 -3.524  C1 1.094
16 H -3.388 -0.721 -3.250  C2 1.096
17 H -2.333 -1.493 -2.030  C2 1.099
18 H -3.113 2.852 2.578  C8 1.095
19 H -1.852 1.803 1.913  C8 1.104
20 H -2.296 4.765 1.151  C9 1.101
21 H -1.062 4.192 2.264  C9 1.097
22 H -0.254 4.558 -0.138  C10 1.098
23 H 0.121 2.982 0.547  C10 1.102
24 H -0.686 2.104 -1.357  C11 1.104
25 H -1.467 3.599 -1.842  C11 1.102
26 C -6.244 9.062 -0.693  O27 1.449, H53 1.090, H54 1.100, H55 1.101
27 O -6.157 7.714 -0.168  C26 1.449, C28 1.359
28 C -5.448 6.799 -0.880  O27 1.359, C29 1.418, C52 1.417
29 C -5.571 5.439 -0.499  C28 1.418, C30 1.371, H56 1.087
30 C -5.035 4.464 -1.300  C29 1.371, C31 1.416, H57 1.090
31 C -4.197 4.772 -2.399  C30 1.416, C32 1.438, C51 1.422
32 C -3.615 3.716 -3.181  C31 1.438, C33 1.401, H58 1.082
33 C -3.228 3.925 -4.511  C32 1.401, C34 1.389, H59 1.089
34 C -2.941 2.931 -5.438  C33 1.389, N35 1.351, H60 1.095
35 N -2.660 3.162 -6.738  C34 1.351, C36 1.470, C48 1.476
36 C -2.447 2.059 -7.686  N35 1.470, C37 1.528, C44 1.530, H61 1.106
37 C -1.227 1.202 -7.348  C36 1.528, C38 1.514, H62 1.103, H63 1.102
38 C -0.948 0.086 -8.331  C37 1.514, C39 1.400, C43 1.400
39 C 0.375 -0.158 -8.718  C38 1.400, C40 1.396, H64 1.093
40 C 0.663 -1.150 -9.658  C39 1.396, C41 1.402, H65 1.092
41 C -0.373 -1.937 -10.180  C40 1.402, C42 1.401, H66 1.092
42 C -1.693 -1.721 -9.764  C41 1.401, C43 1.400, H67 1.093
43 C -1.981 -0.714 -8.834  C38 1.400, C42 1.400, H68 1.093
44 C -2.288 2.789 -9.021  C36 1.530, O45 1.227, N46 1.368
45 O -2.160 2.280 -10.130  C44 1.227
46 N -2.309 4.130 -8.751  C44 1.368, C47 1.446, C48 1.460
47 C -2.194 5.107 -9.811  N46 1.446, H69 1.094, H70 1.099, H71 1.096
48 C -2.668 4.489 -7.383  N35 1.476, N46 1.460, C49 1.538, C50 1.536
49 C -4.060 5.144 -7.367  C48 1.538, H72 1.098, H73 1.091, H74 1.097
50 C -1.603 5.446 -6.829  C48 1.536, H75 1.098, H76 1.098, H77 1.090
51 C -4.019 6.146 -2.722  C31 1.422, C52 1.382, H78 1.091
52 C -4.651 7.142 -2.001  C28 1.417, C51 1.382, H79 1.092
53 H -6.899 9.581 0.006  C26 1.090
54 H -5.253 9.540 -0.711  C26 1.100
55 H -6.685 9.071 -1.701  C26 1.101
56 H -6.141 5.191 0.393  C29 1.087
57 H -5.233 3.414 -1.087  C30 1.090
58 H -3.744 2.695 -2.845  C32 1.082
59 H -3.232 4.955 -4.865  C33 1.089
60 H -2.965 1.881 -5.128  C34 1.095
61 H -3.360 1.436 -7.728  C36 1.106
62 H -0.341 1.857 -7.297  C37 1.103
63 H -1.372 0.791 -6.336  C37 1.102
64 H 1.168 0.459 -8.288  C39 1.093
65 H 1.694 -1.304 -9.983  C40 1.092
66 H -0.154 -2.711 -10.918  C41 1.092
67 H -2.509 -2.327 -10.165  C42 1.093
68 H -3.007 -0.537 -8.504  C43 1.093
69 H -1.855 4.606 -10.723  C47 1.094
70 H -3.156 5.598 -10.011  C47 1.099
71 H -1.468 5.878 -9.528  C47 1.096
72 H -4.712 4.632 -8.086  C49 1.098
73 H -4.512 5.085 -6.376  C49 1.091
74 H -3.965 6.198 -7.656  C49 1.097
75 H -0.604 5.037 -7.028  C50 1.098
76 H -1.704 6.423 -7.320  C50 1.098
77 H -1.709 5.582 -5.753  C50 1.090
78 H -3.382 6.435 -3.559  C51 1.091
79 H -4.554 8.186 -2.303  C52 1.092

Values from the calculation:
E_HOMO, eV: -5.8
Lowest unoccupied orbital energy, eV: -1.71
Spin multiplicity: 1

=====

Record 2
This record from the OMol25 dataset describes a cluster of 7 separate species, C39H98N6O13 in total. The level of theory is ωB97M-V/def2-TZVPD.

Last columns: bonded neighbours and bond lengths (Å).
CARTESIAN COORDINATES (ANGSTROEM)
1 C 10.752 -0.947 0.439  O2 1.399, H10 1.092, H11 1.098, H12 1.090
2 O 9.733 -0.141 -0.081  C1 1.399, C3 1.402
3 C 9.175 0.843 0.747  O2 1.402, C4 1.553, H13 1.091, H14 1.096
4 C 8.490 0.277 2.020  C3 1.553, N5 1.445, H15 1.100, H16 1.092
5 N 7.078 -0.019 1.944  C4 1.445, C6 1.430, H17 1.005
6 C 6.151 1.013 1.594  N5 1.430, C7 1.533, H18 1.098, H19 1.093
7 C 4.695 0.533 1.569  C6 1.533, O8 1.405, H20 1.097, H21 1.099
8 O 3.978 1.644 1.093  C7 1.405, C9 1.412
9 C 2.572 1.542 1.028  O8 1.412, H22 1.094, H23 1.094, H24 1.091
10 H 10.480 -1.612 1.262  C1 1.092
11 H 11.630 -0.361 0.739  C1 1.098
12 H 11.101 -1.564 -0.389  C1 1.090
13 H 8.331 1.245 0.185  C3 1.091
14 H 9.916 1.601 1.027  C3 1.096
15 H 8.661 0.971 2.856  C4 1.100
16 H 8.973 -0.629 2.394  C4 1.092
17 H 6.930 -0.968 1.648  N5 1.005
18 H 6.319 1.424 0.590  C6 1.098
19 H 6.198 1.850 2.296  C6 1.093
20 H 4.241 0.272 2.533  C7 1.097
21 H 4.661 -0.386 0.968  C7 1.099
22 H 2.188 1.026 1.913  C9 1.094
23 H 2.303 1.101 0.063  C9 1.094
24 H 2.155 2.550 1.031  C9 1.091
25 C 4.873 5.007 0.023  O26 1.405, H34 1.093, H35 1.086, H36 1.101
26 O 6.254 5.256 -0.054  C25 1.405, C27 1.422
27 C 7.100 4.261 -0.617  O26 1.422, C28 1.517, H37 1.103, H38 1.087
28 C 6.773 3.580 -1.932  C27 1.517, N29 1.466, H39 1.097, H40 1.102
29 N 5.593 2.712 -1.994  C28 1.466, C30 1.456, H41 1.012
30 C 4.974 2.717 -3.312  N29 1.456, C31 1.525, H42 1.098, H43 1.094
31 C 3.601 2.060 -3.216  C30 1.525, O32 1.421, H44 1.096, H45 1.097
32 O 2.786 2.821 -2.337  C31 1.421, C33 1.412
33 C 1.422 2.587 -2.617  O32 1.412, H46 1.098, H47 1.090, H48 1.091
34 H 4.421 4.568 -0.871  C25 1.093
35 H 4.356 5.928 0.275  C25 1.086
36 H 4.637 4.254 0.791  C25 1.101
37 H 7.164 3.440 0.117  C27 1.103
38 H 8.060 4.772 -0.642  C27 1.087
39 H 7.626 2.954 -2.221  C28 1.097
40 H 6.756 4.339 -2.730  C28 1.102
41 H 4.902 2.981 -1.306  N29 1.012
42 H 5.543 1.981 -3.895  C30 1.098
43 H 4.884 3.663 -3.852  C30 1.094
44 H 3.616 1.015 -2.889  C31 1.096
45 H 3.204 1.998 -4.237  C31 1.097
46 H 1.123 2.737 -3.663  C33 1.098
47 H 0.792 3.335 -2.137  C33 1.090
48 H 1.130 1.560 -2.391  C33 1.091
49 C -1.166 0.646 11.177  O50 1.410, H58 1.091, H59 1.091, H60 1.096
50 O -2.013 0.787 10.060  C49 1.410, C51 1.411
51 C -1.835 2.010 9.380  O50 1.411, C52 1.527, H61 1.097, H62 1.097
52 C -2.819 2.024 8.213  C51 1.527, N53 1.472, H63 1.089, H64 1.089
53 N -2.581 0.980 7.202  C52 1.472, C54 1.458, H65 1.018
54 C -1.346 1.173 6.451  N53 1.458, C55 1.537, H66 1.094, H67 1.093
55 C -1.208 -0.018 5.489  C54 1.537, O56 1.419, H68 1.096, H69 1.101
56 O -0.430 0.403 4.380  C55 1.419, C57 1.405
57 C -0.147 -0.584 3.420  O56 1.405, H70 1.102, H71 1.087, H72 1.099
58 H -0.132 0.659 10.828  C49 1.091
59 H -1.355 -0.291 11.702  C49 1.091
60 H -1.389 1.387 11.953  C49 1.096
61 H -0.802 2.171 9.046  C51 1.097
62 H -2.041 2.851 10.053  C51 1.097
63 H -2.729 2.967 7.674  C52 1.089
64 H -3.783 1.843 8.684  C52 1.089
65 H -2.513 0.093 7.697  N53 1.018
66 H -0.407 1.266 7.004  C54 1.094
67 H -1.529 2.058 5.837  C54 1.093
68 H -2.161 -0.466 5.185  C55 1.096
69 H -0.693 -0.874 5.951  C55 1.101
70 H 0.953 -0.647 3.441  C57 1.102
71 H -0.527 -0.387 2.421  C57 1.087
72 H -0.359 -1.645 3.614  C57 1.099
73 C -1.359 -5.013 -5.604  O74 1.392, H82 1.103, H83 1.088, H84 1.098
74 O -1.500 -4.036 -6.584  C73 1.392, C75 1.425
75 C -1.290 -2.681 -6.193  O74 1.425, C76 1.511, H85 1.088, H86 1.094
76 C -2.591 -2.148 -5.640  C75 1.511, N77 1.470, H87 1.098, H88 1.098
77 N -3.655 -2.054 -6.650  C76 1.470, C78 1.473, H89 1.018
78 C -4.958 -2.283 -6.001  N77 1.473, C79 1.539, H90 1.090, H91 1.093
79 C -5.309 -3.770 -5.826  C78 1.539, O80 1.421, H92 1.098, H93 1.098
80 O -6.726 -3.840 -5.740  C79 1.421, C81 1.419
81 C -7.226 -4.709 -4.736  O80 1.419, H94 1.090, H95 1.089, H96 1.092
82 H -0.356 -4.910 -5.156  C73 1.103
83 H -1.405 -6.016 -6.023  C73 1.088
84 H -2.054 -4.953 -4.756  C73 1.098
85 H -0.959 -2.141 -7.077  C75 1.088
86 H -0.497 -2.650 -5.439  C75 1.094
87 H -2.487 -1.126 -5.253  C76 1.098
88 H -2.921 -2.732 -4.771  C76 1.098
89 H -3.499 -2.840 -7.278  N77 1.018
90 H -5.809 -1.793 -6.472  C78 1.090
91 H -4.961 -1.819 -5.011  C78 1.093
92 H -4.852 -4.280 -4.967  C79 1.098
93 H -4.937 -4.434 -6.618  C79 1.098
94 H -6.521 -5.518 -4.549  C81 1.090
95 H -8.177 -5.138 -5.049  C81 1.089
96 H -7.438 -4.138 -3.829  C81 1.092
97 C -4.784 3.279 -4.697  O98 1.411, H106 1.092, H107 1.098, H108 1.088
98 O -4.077 3.008 -3.507  C97 1.411, C99 1.420
99 C -3.975 4.119 -2.628  O98 1.420, C100 1.530, H109 1.096, H110 1.094
100 C -5.242 4.489 -1.855  C99 1.530, N101 1.471, H111 1.091, H112 1.093
101 N -5.608 3.677 -0.684  C100 1.471, C102 1.476, H113 1.013
102 C -6.006 2.322 -1.114  N101 1.476, C103 1.528, H114 1.095, H115 1.086
103 C -6.272 1.339 0.026  C102 1.528, O104 1.414, H116 1.097, H117 1.094
104 O -6.711 0.170 -0.637  C103 1.414, C105 1.420
105 C -6.539 -1.077 0.019  O104 1.420, H118 1.092, H119 1.089, H120 1.091
106 H -4.739 2.370 -5.300  C97 1.092
107 H -4.245 3.966 -5.362  C97 1.098
108 H -5.805 3.618 -4.533  C97 1.088
109 H -3.550 4.963 -3.182  C99 1.096
110 H -3.163 3.894 -1.929  C99 1.094
111 H -6.070 4.582 -2.559  C100 1.091
112 H -5.122 5.491 -1.433  C100 1.093
113 H -4.806 3.698 -0.067  N101 1.013
114 H -5.126 1.910 -1.620  C102 1.095
115 H -6.871 2.381 -1.767  C102 1.086
116 H -7.049 1.770 0.668  C103 1.097
117 H -5.387 1.147 0.642  C103 1.094
118 H -5.541 -1.453 -0.211  C105 1.092
119 H -7.270 -1.718 -0.473  C105 1.089
120 H -6.726 -1.124 1.093  C105 1.091
121 C 3.296 -2.964 2.527  O122 1.409, H130 1.092, H131 1.089, H132 1.098
122 O 2.151 -3.627 3.009  C121 1.409, C123 1.410
123 C 1.964 -4.972 2.628  O122 1.410, C124 1.503, H133 1.092, H134 1.101
124 C 1.213 -5.130 1.336  C123 1.503, N125 1.466, H135 1.097, H136 1.098
125 N -0.065 -4.420 1.432  C124 1.466, C126 1.439, H137 1.009
126 C -0.673 -4.074 0.174  N125 1.439, C127 1.499, H138 1.093, H139 1.103
127 C -2.003 -3.404 0.351  C126 1.499, O128 1.438, H140 1.091, H141 1.095
128 O -1.717 -2.215 1.106  C127 1.438, C129 1.399
129 C -2.812 -1.614 1.738  O128 1.399, H142 1.104, H143 1.090, H144 1.093
130 H 4.201 -3.523 2.774  C121 1.092
131 H 3.314 -1.958 2.945  C121 1.089
132 H 3.189 -2.787 1.448  C121 1.098
133 H 1.485 -5.426 3.499  C123 1.092
134 H 2.918 -5.515 2.541  C123 1.101
135 H 0.940 -6.186 1.220  C124 1.097
136 H 1.804 -4.878 0.446  C124 1.098
137 H 0.038 -3.659 2.086  N125 1.009
138 H -0.800 -4.905 -0.525  C126 1.093
139 H -0.013 -3.347 -0.327  C126 1.103
140 H -2.778 -4.011 0.821  C127 1.091
141 H -2.332 -3.007 -0.615  C127 1.095
142 H -3.480 -1.323 0.908  C129 1.104
143 H -2.673 -0.638 2.202  C129 1.090
144 H -3.330 -2.273 2.440  C129 1.093
145 C -3.187 -0.526 -2.078  C146 1.519, H149 1.095, H150 1.093, H151 1.094
146 C -2.300 0.673 -1.791  C145 1.519, C147 1.533, O148 1.438, H152 1.102
147 C -1.186 0.619 -0.739  C146 1.533, H153 1.088, H154 1.089, H155 1.098
148 O -1.790 1.097 -3.067  C146 1.438, H156 0.969
149 H -3.672 -0.978 -1.206  C145 1.095
150 H -2.744 -1.383 -2.592  C145 1.093
151 H -3.979 -0.185 -2.750  C145 1.094
152 H -2.927 1.446 -1.317  C146 1.102
153 H -1.506 0.478 0.292  C147 1.088
154 H -0.499 1.463 -0.766  C147 1.089
155 H -0.555 -0.250 -0.965  C147 1.098
156 H -2.609 1.409 -3.478  O148 0.969

Values from the calculation:
E_HOMO, eV: -8.2
Lowest unoccupied orbital energy, eV: 0.44
SMILES: COCCNCCOC.COCCNCCOC.COCCNCCOC.COCCNCCOC.COCCNCCOC.COCCNCCOC.CC(C)O
Spin multiplicity: 1

=====

Record 3
This record from the OMol25 dataset describes a cluster of 2 separate species, C4H2INS in total. The level of theory is ωB97M-V/def2-TZVPD.

Last columns: bonded neighbours and bond lengths (Å).
CARTESIAN COORDINATES (ANGSTROEM)
1 C -1.843 -0.537 0.557  C2 1.185, H8 1.042
2 C -0.868 0.120 0.702  C1 1.185, C4 1.404
3 C -0.007 3.040 -0.049  N5 1.137, S6 1.718
4 C 0.448 0.590 0.840  C2 1.404, S6 1.656, H9 1.097
5 N -0.820 3.559 -0.650  C3 1.137
6 S 1.165 2.080 0.761  C3 1.718, C4 1.656
7 I 4.179 0.039 -0.235  no bonds
8 H -2.703 -1.121 0.607  C1 1.042
9 H 1.094 -0.198 1.245  C4 1.097

Values from the calculation:
E_HOMO (alpha / beta), eV: -10.4 / -8.1
Lowest unoccupied orbital energy (alpha / beta), eV: -1.14 / -3.55
Spin multiplicity: 1

=====

Record 4
This record from the OMol25 dataset describes an isolated molecule of C5H15NOSi. The level of theory is ωB97M-V/def2-TZVPD.

Last columns: bonded neighbours and bond lengths (Å).
CARTESIAN COORDINATES (ANGSTROEM)
1 C -1.997 1.338 0.759  C2 1.528, H9 1.102, H10 1.155, H11 1.158
2 C -2.044 0.483 -0.506  C1 1.528, O3 1.414, H12 1.100, H13 1.062
3 O -0.835 -0.161 -0.856  C2 1.414, Si4 1.679
4 Si 0.499 -0.409 0.133  O3 1.679, C5 2.019, C6 1.919, N7 1.763
5 C 1.669 -1.009 -1.399  Si4 2.019, H14 1.148, H15 1.066, H16 1.070
6 C 0.330 -1.711 1.533  Si4 1.919, H17 1.128, H18 1.129, H19 1.119
7 N 1.126 1.078 0.840  Si4 1.763, C8 1.452, H20 1.027
8 C 1.801 1.902 -0.147  N7 1.452, H21 1.099, H22 1.089, H23 1.133
9 H -2.989 1.780 0.945  C1 1.102
10 H -1.696 0.600 1.594  C1 1.155
11 H -1.159 2.136 0.726  C1 1.158
12 H -2.392 1.202 -1.262  C2 1.100
13 H -2.676 -0.346 -0.306  C2 1.062
14 H 2.079 -0.086 -1.945  C5 1.148
15 H 2.400 -1.754 -1.180  C5 1.066
16 H 0.876 -1.259 -2.072  C5 1.070
17 H 0.775 -1.631 2.568  C6 1.128
18 H -0.731 -2.083 1.628  C6 1.129
19 H 0.817 -2.689 1.289  C6 1.119
20 H 0.309 1.532 1.269  N7 1.027
21 H 1.052 2.345 -0.818  C8 1.099
22 H 2.258 2.651 0.499  C8 1.089
23 H 2.672 1.280 -0.519  C8 1.133

Values from the calculation:
E_HOMO, eV: -9.1
Lowest unoccupied orbital energy, eV: 0.89
SMILES: CCO[Si](C)(C)NC
Spin multiplicity: 1

=====

Going through the records in order, we get calculated total energy values of -1728.9851, -2850.9902, -904.0860, -619.0061 Eh.
Going through the records in order, we get relative energy (zero: lowest compared OMol25 entry of this formula, charge and spin) values of 0.0, 246.7, 152.6, 101.7 kJ/mol.